Entry from the Open Molecules 2025 dataset: a cluster of 2 separate species, C3H13N2PS in total in a non-equilibrium geometry (ωB97M-V with the def2-TZVPD basis set).

Geometry (Å):
C 1.654 1.224 0.701
C 1.454 -1.521 0.261
C -3.682 0.770 -0.095
N 1.703 2.516 -0.035
N 0.746 -2.829 -0.242
P 0.392 -0.037 -0.007
S -4.814 -0.425 0.312
H 1.517 1.534 1.711
H 2.610 0.776 0.719
H 1.762 -2.035 1.256
H 2.403 -1.398 -0.215
H -2.660 0.537 -0.377
H -3.941 1.818 -0.230
H 0.966 2.575 -0.728
H 2.616 2.684 -0.561
H 1.702 3.440 0.611
H -0.054 -2.717 -0.984
H 1.367 -3.524 -0.587
H 0.345 -3.390 0.577
H -5.944 0.253 0.186

- E: -970.3782 hartree
- Orbital gap (spin up / spin down): 3.62 / 3.62 eV
- Relative energy (zero: lowest compared OMol25 entry of this formula, charge and spin): 370.51 kJ/mol
- Net charge: +2
- E_HOMO (spin up / spin down): -12.878 / -12.879 eV
- 2S+1: 1


Entry from the Open Molecules 2025 dataset: a cluster of 9 separate species, C48H88N17O3 in total in a non-equilibrium geometry (ωB97M-V with the def2-TZVPD basis set).

Geometry (Å):
N -12.471 28.128 -18.748
O -11.972 29.000 -18.055
O -13.662 28.039 -18.890
O -11.729 27.396 -19.385
C -14.971 23.432 -20.086
C -14.005 24.640 -19.863
N -13.018 24.417 -18.826
C -13.267 24.654 -17.513
C -12.172 24.225 -16.819
N -11.242 23.726 -17.728
C -11.758 23.914 -19.013
C -9.959 23.082 -17.270
H -14.460 22.470 -20.102
H -15.495 23.581 -21.031
H -15.694 23.444 -19.271
H -14.512 25.582 -19.652
H -13.426 24.889 -20.752
H -14.144 25.109 -17.076
H -12.002 24.392 -15.766
H -11.338 23.671 -19.978
H -9.981 22.064 -17.660
H -9.829 23.105 -16.188
H -9.173 23.610 -17.809
C -5.554 24.305 -24.778
C -5.659 25.670 -24.090
N -7.008 26.026 -23.768
C -8.079 26.098 -24.645
C -9.271 26.213 -23.964
N -8.941 26.202 -22.610
C -7.543 26.233 -22.544
C -9.908 26.129 -21.465
H -4.502 24.059 -24.922
H -6.023 24.344 -25.762
H -5.999 23.434 -24.298
H -5.303 26.442 -24.772
H -5.174 25.675 -23.113
H -7.888 25.864 -25.682
H -10.302 26.099 -24.264
H -7.092 26.141 -21.567
H -10.867 26.484 -21.844
H -9.579 26.761 -20.640
H -9.853 25.208 -20.885
C -18.452 22.723 -17.903
C -19.078 23.909 -18.742
N -18.281 25.153 -18.522
C -17.446 25.803 -19.391
C -16.912 27.014 -18.762
N -17.461 27.037 -17.522
C -18.118 25.855 -17.358
C -17.109 28.035 -16.544
H -17.375 22.671 -18.057
H -18.905 21.742 -18.043
H -18.518 22.964 -16.842
H -20.112 24.035 -18.420
H -19.072 23.694 -19.811
H -17.182 25.345 -20.333
H -16.231 27.796 -19.065
H -18.494 25.482 -16.417
H -17.832 28.847 -16.621
H -16.122 28.457 -16.735
H -17.182 27.495 -15.600
C -12.633 31.919 -21.744
C -11.480 32.612 -20.905
N -11.928 32.821 -19.530
C -11.522 33.933 -18.809
C -12.180 33.870 -17.533
N -12.979 32.748 -17.553
C -12.835 32.092 -18.791
C -13.915 32.404 -16.513
H -12.518 30.838 -21.819
H -12.580 32.196 -22.797
H -13.653 32.105 -21.409
H -11.162 33.541 -21.379
H -10.526 32.119 -20.714
H -10.793 34.594 -19.254
H -12.170 34.568 -16.709
H -13.349 31.221 -19.171
H -13.621 31.664 -15.768
H -14.730 31.849 -16.977
H -14.256 33.339 -16.070
C -18.521 29.563 -21.671
C -17.344 29.854 -22.607
N -16.240 28.927 -22.630
C -15.191 28.850 -21.743
C -14.392 27.769 -22.079
N -14.898 27.183 -23.217
C -16.056 27.940 -23.540
C -14.439 25.973 -23.928
H -19.387 30.224 -21.702
H -18.336 29.641 -20.599
H -18.858 28.559 -21.928
H -17.046 30.856 -22.299
H -17.735 29.929 -23.622
H -15.007 29.617 -21.005
H -13.437 27.534 -21.633
H -16.666 27.611 -24.368
H -14.621 25.048 -23.380
H -13.407 26.190 -24.200
H -15.054 25.771 -24.805
C -8.744 29.758 -20.957
C -8.280 30.136 -19.555
N -7.777 28.982 -18.833
C -8.513 27.942 -18.216
C -7.626 26.973 -17.808
N -6.338 27.348 -18.222
C -6.452 28.589 -18.785
C -5.109 26.547 -18.201
H -8.566 30.581 -21.650
H -9.787 29.443 -20.989
H -8.270 28.888 -21.412
H -9.146 30.569 -19.053
H -7.465 30.851 -19.440
H -9.569 28.096 -18.050
H -7.763 26.048 -17.267
H -5.624 29.172 -19.160
H -4.302 27.005 -17.630
H -4.765 26.281 -19.200
H -5.330 25.596 -17.715
C -8.899 33.263 -16.626
C -9.542 32.680 -15.341
N -8.967 31.381 -15.050
C -9.102 30.139 -15.746
C -8.465 29.084 -15.004
N -7.748 29.765 -14.014
C -8.134 31.105 -13.962
C -6.878 29.153 -13.026
H -7.845 33.457 -16.425
H -9.073 34.199 -17.158
H -8.926 32.551 -17.451
H -10.632 32.660 -15.366
H -9.328 33.386 -14.538
H -9.751 30.164 -16.609
H -8.422 28.020 -15.182
H -8.023 31.901 -13.240
H -6.424 29.914 -12.391
H -6.109 28.428 -13.293
H -7.537 28.738 -12.264
C -10.588 32.041 -11.070
C -11.647 30.931 -10.884
N -11.704 29.997 -12.045
C -10.852 29.019 -12.385
C -11.320 28.334 -13.542
N -12.556 28.892 -13.878
C -12.757 29.894 -12.908
C -13.463 28.473 -14.948
H -10.561 32.442 -12.083
H -9.543 31.755 -10.946
H -10.621 32.808 -10.296
H -12.657 31.315 -10.736
H -11.245 30.316 -10.080
H -9.965 28.857 -11.791
H -10.921 27.451 -14.017
H -13.592 30.571 -12.805
H -13.372 29.207 -15.748
H -14.485 28.350 -14.590
H -13.153 27.484 -15.286

- E: -3034.4257 hartree
- Orbital gap (spin up / spin down): 6.67 / 2.72 eV
- Net charge: +8
- E_HOMO (spin up / spin down): -24.760 / -24.760 eV
- 2S+1: 2


Entry from the Open Molecules 2025 dataset: a cluster of 2 separate species, C3H10NO in total in a non-equilibrium geometry (ωB97M-V with the def2-TZVPD basis set).

Geometry (Å):
O -2.135 -0.388 0.661
C -0.978 -0.091 0.823
C 0.113 -1.039 0.420
N -0.528 -2.043 -0.483
H -0.696 0.937 1.126
H 0.915 -0.620 -0.190
H 0.512 -1.444 1.297
H -0.088 -2.965 -0.458
H -1.533 -2.125 -0.270
H -0.606 -1.772 -1.473
C 0.988 2.317 -0.321
H 1.594 1.412 -0.347
H -0.017 2.192 -0.774
H 1.535 3.151 -0.780
H 0.924 2.479 0.768

- E: -250.0081 hartree
- Orbital gap: 11.43 eV
- Relative energy (zero: lowest compared OMol25 entry of this formula, charge and spin): 119.91 kJ/mol
- Net charge: +1
- E_HOMO: -15.440 eV
- 2S+1: 1


Entry from the Open Molecules 2025 dataset: an isolated molecule of C7H10 in a non-equilibrium geometry (ωB97M-V with the def2-TZVPD basis set).

Geometry (Å):
C -1.887 0.484 -0.096
C -1.146 -0.781 -0.398
C 0.217 -0.953 0.868
C 1.081 0.151 1.377
C 1.694 0.815 0.378
C 1.080 0.500 -0.945
C 0.302 -0.901 -0.617
H -2.128 1.081 -0.987
H -2.835 0.256 0.409
H -1.289 1.087 0.587
H -1.776 -1.508 -0.963
H 0.103 -1.810 1.526
H 1.352 0.274 2.426
H 2.632 1.360 0.481
H 0.240 1.170 -1.170
H 1.790 0.622 -1.782
H 0.569 -1.848 -1.093

- E: -272.6013 hartree
- Orbital gap: 8.71 eV
- Relative energy (zero: lowest compared OMol25 entry of this formula, charge and spin): 306.44 kJ/mol
- E_HOMO: -7.627 eV
- 2S+1: 1


Entry from the Open Molecules 2025 dataset: a cluster of 2 separate species, C3H10N2O3 in total in a non-equilibrium geometry (ωB97M-V with the def2-TZVPD basis set).

Geometry (Å):
N -1.068 1.984 2.226
C -0.728 1.282 1.101
O -1.559 0.712 0.382
O 0.557 1.302 0.880
H -0.419 1.822 3.003
H -0.980 2.963 2.035
H 1.015 0.751 -0.094
N 1.437 0.078 -1.264
C 0.354 -0.921 -1.395
C 0.032 -1.757 -0.176
O -1.394 -1.956 -0.076
H 2.348 -0.305 -1.529
H 1.258 0.872 -1.859
H 0.459 -1.535 -2.308
H -0.532 -0.279 -1.548
H 0.504 -2.799 -0.242
H 0.409 -1.168 0.726
H -1.694 -1.048 0.138

- E: -455.5282 hartree
- Orbital gap: 10.18 eV
- Relative energy (zero: lowest compared OMol25 entry of this formula, charge and spin): 113.92 kJ/mol
- E_HOMO: -9.685 eV
- 2S+1: 1


Entry from the Open Molecules 2025 dataset: a structure of composition CH5N2O2Sn in a non-equilibrium geometry (ωB97M-V with the def2-TZVPD basis set).

Geometry (Å):
Sn -0.160 -2.919 1.532
O -1.595 -3.090 -1.146
H -2.139 -3.638 -0.548
C 0.227 0.778 0.166
O -0.430 -0.196 0.311
N 1.465 0.986 0.587
N -0.314 1.837 -0.452
H 1.934 0.203 1.020
H 2.002 1.819 0.393
H 0.160 2.611 -0.896
H -1.152 1.609 -0.967

- E: -515.2877 hartree
- Orbital gap (spin up / spin down): 6.04 / 7.36 eV
- Relative energy (zero: lowest compared OMol25 entry of this formula, charge and spin): 42.83 kJ/mol
- E_HOMO (spin up / spin down): -7.151 / -8.346 eV
- 2S+1: 2


Entry from the Open Molecules 2025 dataset: a cluster of 2 separate species, C4H11NO in total in a non-equilibrium geometry (ωB97M-V with the def2-TZVPD basis set).

Geometry (Å):
C -0.592 1.808 -0.101
C 0.732 1.127 0.349
N 0.727 -0.111 1.073
C 0.276 -1.324 0.425
C -1.230 -1.596 0.325
O 0.488 0.067 -1.967
H -0.781 2.775 0.331
H -0.624 1.709 -1.185
H -1.357 1.050 0.079
H 1.237 0.745 -0.644
H 1.334 1.860 0.886
H 0.449 0.031 2.036
H 0.672 -1.197 -0.595
H 0.785 -2.162 0.902
H -1.442 -2.634 0.088
H -1.647 -0.894 -0.395
H -1.713 -1.356 1.276

- E: -288.7371 hartree
- Orbital gap: 6.33 eV
- Relative energy (zero: lowest compared OMol25 entry of this formula, charge and spin): 734.91 kJ/mol
- E_HOMO: -9.141 eV
- 2S+1: 1


Entry from the Open Molecules 2025 dataset: the ion C4H12N3 with charge +1 in a non-equilibrium geometry (ωB97M-V with the def2-TZVPD basis set).

Geometry (Å):
N 0.961 2.622 -1.405
C 0.961 1.290 -0.847
C -0.422 1.032 0.137
C -0.480 -0.365 0.489
N -1.729 -0.792 0.918
C 0.461 -1.251 0.187
N 0.154 -2.532 0.810
H 1.760 2.642 -2.085
H 0.098 2.869 -1.891
H 0.838 0.558 -1.663
H 1.860 0.966 -0.211
H -1.237 1.382 -0.464
H -0.253 1.781 0.837
H -2.428 -0.135 0.410
H -2.041 -0.477 1.881
H 1.593 -1.138 -0.173
H 0.514 -2.699 1.766
H -0.866 -2.428 1.099
H 0.256 -3.325 0.204

- E: -323.5501 hartree
- Orbital gap: 8.87 eV
- Relative energy (zero: lowest compared OMol25 entry of this formula, charge and spin): 336.41 kJ/mol
- Net charge: +1
- E_HOMO: -12.392 eV
- 2S+1: 1


Entry from the Open Molecules 2025 dataset: an isolated molecule of C3H2N2O2 in a non-equilibrium geometry (ωB97M-V with the def2-TZVPD basis set).

Geometry (Å):
H 2.472 -0.705 0.016
N 1.684 -1.041 -0.538
C 0.561 -0.590 -0.203
C -0.631 -1.010 -0.921
N -1.628 -1.292 -1.431
O 0.298 0.241 0.877
C -0.679 1.209 0.745
O -1.240 1.486 -0.269
H -0.840 1.699 1.713

- E: -375.4750 hartree
- Orbital gap: 11.31 eV
- Relative energy (zero: lowest compared OMol25 entry of this formula, charge and spin): 96.03 kJ/mol
- E_HOMO: -11.479 eV
- 2S+1: 1


Entry from the Open Molecules 2025 dataset: an isolated molecule of C6H8N2O in a non-equilibrium geometry (ωB97M-V with the def2-TZVPD basis set).

Geometry (Å):
C -2.348 0.431 0.698
C -1.967 -0.354 -0.590
O -0.781 -1.139 -0.430
C 0.366 -0.611 -0.282
C 1.471 -1.404 0.101
N 2.723 -0.991 0.223
C 2.864 0.325 0.097
C 1.913 1.119 -0.353
N 0.612 0.755 -0.519
H -1.570 1.267 1.003
H -2.320 -0.198 1.410
H -3.205 1.249 0.771
H -1.976 0.287 -1.489
H -2.886 -1.053 -0.702
H 1.194 -2.563 0.368
H 3.856 0.706 0.140
H 2.054 2.173 -0.445

- E: -418.0942 hartree
- Orbital gap: 9.70 eV
- Relative energy (zero: lowest compared OMol25 entry of this formula, charge and spin): 233.96 kJ/mol
- E_HOMO: -9.129 eV
- 2S+1: 1


Entry from the Open Molecules 2025 dataset: an isolated molecule of C12H12ClNO5 (ωB97M-V with the def2-TZVPD basis set).

Geometry (Å):
O 4.839 2.621 0.162
C 5.166 1.467 0.097
O 6.433 1.083 -0.088
C 4.242 0.280 0.228
C 2.780 0.700 0.120
C 1.831 -0.425 0.529
N 0.458 0.023 0.431
C -0.530 -0.884 0.262
O -0.284 -2.077 0.223
C -1.911 -0.341 0.154
C -2.193 0.917 -0.373
C -3.499 1.359 -0.465
C -4.531 0.542 -0.025
Cl -6.160 1.101 -0.129
C -4.269 -0.720 0.487
C -2.962 -1.157 0.566
C 2.005 -1.619 -0.419
O 1.825 -1.564 -1.604
O 2.517 -2.675 0.210
H 7.018 1.855 -0.159
H 4.438 -0.178 1.201
H 4.508 -0.450 -0.536
H 2.558 0.987 -0.910
H 2.615 1.569 0.762
H 2.048 -0.772 1.549
H 0.268 1.009 0.502
H -1.401 1.549 -0.747
H -3.721 2.330 -0.879
H -5.081 -1.351 0.813
H -2.731 -2.139 0.949
H 2.565 -3.434 -0.392

- E: -1355.7038 hartree
- Orbital gap: 9.91 eV
- E_HOMO: -9.449 eV
- 2S+1: 1


Entry from the Open Molecules 2025 dataset: a cluster of 2 separate species, C20H33FN4O3 in total in a non-equilibrium geometry (ωB97M-V with the def2-TZVPD basis set).

Geometry (Å):
C -3.926 0.572 3.019
C -4.426 0.540 1.569
C -5.130 -0.778 1.162
C -4.163 -1.973 1.288
C -5.677 -0.695 -0.286
N -6.515 0.497 -0.481
C -6.746 1.038 -1.676
C -7.690 2.217 -1.719
O -6.231 0.621 -2.706
C -6.489 -1.935 -0.693
O -7.276 -2.457 0.094
N -6.322 -2.373 -1.946
C -7.021 -3.519 -2.522
H -3.571 1.576 3.252
H -4.738 0.314 3.700
H -3.098 -0.125 3.151
H -3.582 0.722 0.901
H -5.123 1.372 1.465
H -5.970 -0.938 1.841
H -3.865 -2.107 2.328
H -4.651 -2.895 0.972
H -3.275 -1.808 0.676
H -4.818 -0.624 -0.955
H -6.999 0.871 0.319
H -7.301 3.016 -1.090
H -8.671 1.908 -1.365
H -7.767 2.566 -2.748
H -5.748 -1.807 -2.556
H -6.874 -3.543 -3.602
H -6.640 -4.442 -2.083
H -8.089 -3.444 -2.308
C 8.205 2.681 1.314
N 8.606 1.259 1.351
C 9.901 1.024 2.016
C 8.398 0.454 0.124
C 6.920 0.125 -0.113
N 6.266 1.193 -0.863
C 5.011 1.143 -1.424
O 4.891 1.928 -2.351
C 3.862 0.316 -0.992
C 2.831 0.057 -1.915
C 1.684 -0.644 -1.536
C 1.539 -1.105 -0.229
F 0.413 -1.756 0.140
C 2.555 -0.869 0.697
C 3.700 -0.153 0.327
H 7.156 2.787 1.024
H 8.323 3.138 2.301
H 8.822 3.235 0.600
H 10.063 -0.046 2.180
H 10.722 1.411 1.403
H 9.930 1.522 2.991
H 8.826 0.961 -0.747
H 8.927 -0.499 0.234
H 6.851 -0.808 -0.684
H 6.456 -0.035 0.862
H 6.872 1.863 -1.330
H 2.912 0.424 -2.936
H 0.892 -0.826 -2.255
H 2.433 -1.220 1.717
H 4.423 0.076 1.100

- E: -1326.5303 hartree
- Orbital gap: 9.06 eV
- Relative energy (zero: lowest compared OMol25 entry of this formula, charge and spin): 30.44 kJ/mol
- E_HOMO: -8.480 eV
- 2S+1: 1


Entry from the Open Molecules 2025 dataset: an isolated molecule of C3H7N3OS in a non-equilibrium geometry (ωB97M-V with the def2-TZVPD basis set).

Geometry (Å):
N 3.513 -0.373 0.030
N 2.242 0.156 -0.078
C 1.188 -0.645 -0.146
N -0.079 -0.260 -0.486
C -0.914 0.957 -0.162
O -0.519 1.996 0.301
C -2.383 0.686 -0.418
S -3.113 -0.781 0.175
H 3.867 0.600 0.583
H 3.335 -0.948 0.950
H 1.156 -1.764 -0.397
H -0.735 -1.144 -0.329
H -2.418 0.469 -1.502
H -2.640 1.802 -0.039
H -2.500 -0.751 1.518

- E: -756.0713 hartree
- Orbital gap: 8.88 eV
- Relative energy (zero: lowest compared OMol25 entry of this formula, charge and spin): 427.97 kJ/mol
- E_HOMO: -8.514 eV
- 2S+1: 1